Entry 1:
DFT (wB97M-V/def2-TZVPD) results for a gas-phase ion, C4H7BrN3O2 (charge +1).

Its net charge is +1. For the gap between HOMO and LUMO (alpha / beta), the calculation gives 8.5 / 8.5 eV. As for the HOMO energy (alpha / beta): -13.731 / -13.731 eV.

Each line ends with the natural charge from an NBO analysis.
Geometry (Å):
C -0.703 0.477 1.014  0.255
C 0.957 -1.021 -0.316  0.256
C 0.784 1.311 -0.596  -0.036
C -1.934 -0.341 1.195  -0.670
N 1.363 0.028 -0.990  -0.587
N 1.640 -2.182 -0.070  0.476
N -0.602 1.163 -0.306  -0.645
O 2.116 -1.576 0.879  -0.292
O 1.609 -3.300 -0.440  -0.227
Br -3.192 -0.538 -0.270  0.043
H 1.239 1.815 0.333  0.250
H 0.746 1.985 -1.419  0.219
H -2.403 0.355 2.115  0.325
H -1.693 -1.278 1.662  0.301
H 2.223 0.098 -1.521  0.423
H -1.134 0.892 -1.114  0.437
H -1.016 2.113 -0.157  0.470

Atoms 1-6, force components in eV/Å:
C -0.5790 -1.9889 -0.3810
C -2.9599 2.0506 0.1765
C 1.8112 1.2319 0.4007
C -0.2693 3.0568 1.5472
N 0.0777 0.4105 -0.1510
N -1.1066 -0.0583 -1.9999



Entry 2:
DFT (wB97M-V/def2-TZVPD) results for a molecular structure, C18H30AgN7O3S.

For the gap between HOMO and LUMO, the calculation gives 8.4 eV. As for the HOMO energy: -7.980 eV.

Each line ends with the natural charge from an NBO analysis.
Geometry (Å):
Ag -1.194 -0.113 0.428  0.821
C -5.801 2.057 1.479  -0.424
N -5.029 1.534 0.376  -0.611
C -4.349 0.365 0.407  0.800
N -4.523 -0.451 1.470  -0.841
O -3.584 0.062 -0.528  -0.761
H -6.242 3.004 1.178  0.223
H -5.192 2.236 2.370  0.196
H -6.623 1.384 1.731  0.195
H -4.674 2.171 -0.318  0.423
H -5.060 -0.187 2.273  0.397
H -4.032 -1.336 1.443  0.435
C 3.412 -2.988 -0.709  -0.625
C 3.402 -1.509 -0.303  0.090
C 4.257 -0.692 -1.267  -0.602
C 3.938 -1.350 1.115  -0.627
N 2.029 -0.951 -0.411  -0.464
N 1.129 -1.238 0.659  -0.724
H 4.406 -3.428 -0.619  0.216
H 3.092 -3.102 -1.749  0.192
H 2.737 -3.569 -0.073  0.196
H 5.273 -1.086 -1.324  0.203
H 4.296 0.347 -0.941  0.225
H 3.830 -0.712 -2.272  0.201
H 4.997 -1.617 1.128  0.210
H 3.428 -1.999 1.827  0.208
H 3.833 -0.324 1.456  0.241
H 1.596 -1.343 -1.240  0.328
H 1.360 -0.634 1.445  0.409
H 1.164 -2.212 0.952  0.332
S -1.896 -2.843 0.967  -0.385
C -1.554 -2.943 -0.702  0.341
N -0.570 -3.759 -1.112  -0.605
C -0.104 -3.882 -2.484  -0.217
C -0.460 -2.619 -3.252  -0.420
C -1.932 -2.308 -3.038  -0.219
N -2.199 -2.217 -1.613  -0.619
H -0.148 -4.309 -0.384  0.422
H -0.555 -4.759 -2.961  0.193
H 0.976 -4.035 -2.458  0.215
H -0.246 -2.752 -4.312  0.229
H 0.141 -1.781 -2.893  0.212
H -2.554 -3.089 -3.491  0.191
H -2.213 -1.357 -3.488  0.225
H -2.914 -1.575 -1.267  0.467
O -1.775 2.987 0.152  -0.626
C -0.729 2.870 0.768  0.651
N -0.216 1.698 1.261  -0.789
C 0.982 1.930 1.864  0.648
O 1.721 1.095 2.369  -0.644
C 1.276 3.405 1.795  -0.067
C 2.336 4.155 2.260  -0.192
C 2.298 5.525 2.020  -0.212
C 1.233 6.110 1.341  -0.211
C 0.168 5.342 0.877  -0.175
C 0.219 3.986 1.120  -0.143
H 3.158 3.695 2.791  0.224
H 3.110 6.152 2.366  0.211
H 1.237 7.180 1.172  0.211
H -0.668 5.780 0.347  0.224

Atoms 1-6, force components in eV/Å:
Ag 0.1552 -0.2122 0.4284
C -0.0226 0.0657 0.0574
N -0.0090 -0.0943 -0.0150
C 0.3014 0.1051 -0.1323
N -0.1030 -0.1411 -0.0989
O -0.0099 -0.2106 -0.0444



Entry 3:
DFT (wB97M-V/def2-TZVPD) results for a single C3H7N3 molecule.

For the gap between HOMO and LUMO, the calculation gives 9.2 eV. Its SMILES is C/C=N\C=N\N. As for the HOMO energy: -8.280 eV.

Each line ends with the natural charge from an NBO analysis.
Geometry (Å):
C -1.054 -1.199 0.190  -0.668
N 2.079 0.434 0.226  -0.655
C 0.028 1.488 0.112  0.210
C -1.116 -0.019 -0.735  0.241
N 0.887 0.623 -0.450  -0.339
N -1.199 1.271 -0.320  -0.523
H 2.776 0.054 -0.402  0.358
H 1.994 -0.164 1.046  0.343
H 0.325 2.281 0.798  0.186
H -1.546 -0.247 -1.715  0.180
H -0.620 -0.940 1.156  0.214
H -0.482 -2.012 -0.263  0.226
H -2.072 -1.569 0.358  0.227

Atoms 1-6, force components in eV/Å:
C 0.2745 0.0272 -0.0172
N 0.3486 0.0214 0.2230
C 0.4545 -0.4962 0.0922
C -0.3700 0.6135 0.3100
N -0.5625 0.3617 0.0156
N 0.0394 -0.6028 -0.4945



Q: Which formula does entry 3 have?
A: C3H7N3